A cluster of 6 separate species, C33H36F5N2O3S in total, computed with wB97M-V/def2-TZVPD.

- Maximum force: 2.4 eV Å⁻¹
- Multiplicity: 1
- Kohn-Sham gap: 7.578 eV
- Total charge: +1
- Highest occupied orbital energy: -0.39856 Ha
- E_tot: -2511.4811 a.u.

The geometry in XYZ format:
```
80
Properties=species:S:1:pos:R:3:forces:R:3:mulliken_charge:R:1
H 3.9955 -1.1528 -0.3107 0.045 -0.005 -0.060 0.48
H -4.2534 0.5198 4.0007 0.251 0.181 -0.105 0.34
C 2.7613 1.2689 1.3397 0.018 -0.041 0.288 -0.32
C 0.1883 -1.8984 3.1865 0.562 -0.817 -0.217 0.33
H -2.7817 -2.7309 1.0336 -0.025 0.003 0.041 0.20
C -1.4219 -3.3244 -0.5148 0.081 0.049 -0.083 -0.57
C -0.9132 -2.2296 4.1881 0.374 0.001 0.095 -0.64
H -1.4573 -3.1000 3.8594 -0.501 -0.091 -0.330 0.41
C 3.2029 1.4977 -1.0144 0.039 0.027 -0.021 -0.63
H -0.3152 -4.0469 -2.2044 0.018 -0.012 -0.018 0.42
H -1.4019 4.0368 -7.5359 -0.008 0.012 -0.014 0.38
H -5.0698 -0.1531 5.4369 -0.015 0.040 0.353 0.38
H -2.2592 3.0013 -5.4652 -0.025 -0.011 0.013 0.35
H 4.7230 1.3968 0.4950 0.020 0.018 0.031 0.44
H -5.4910 -0.7096 3.8016 -0.337 -0.179 -0.208 0.39
C 4.2358 -2.1496 0.0301 -0.078 0.180 -0.055 -0.35
H -4.7715 -3.7052 -0.0920 -0.012 -0.029 -0.022 0.46
C -3.7879 -3.7719 -0.5374 -0.168 0.032 0.108 -0.48
H 1.4860 1.5654 -2.2961 -0.011 -0.028 -0.022 0.38
C 0.1960 5.1584 0.0044 0.192 -0.110 -0.039 -0.62
C -1.2447 2.8104 -5.7863 0.033 0.025 -0.051 -0.37
N -1.8913 -1.0985 4.4768 0.194 0.629 -0.510 0.04
H -0.7885 1.5086 -4.1260 0.011 -0.015 -0.004 0.43
O -3.6495 -2.3393 5.7897 0.306 -0.532 2.102 -0.60
H -0.5596 -2.8946 -0.0274 0.002 -0.014 -0.062 0.58
C -1.3999 6.9633 -0.1572 -0.053 0.144 -0.046 -0.60
C 3.3151 -2.8966 0.7472 0.071 -0.075 0.043 -0.30
H 1.1464 -1.9695 3.6890 0.230 0.165 0.337 0.33
C 1.4172 1.2484 1.0453 0.230 0.021 -0.217 0.33
F 6.3637 -1.9743 -0.9428 0.011 0.015 -0.004 -0.31
H -0.1334 1.3265 -0.4224 0.005 0.017 -0.003 0.57
C 3.6614 1.3913 0.2912 -0.042 0.054 -0.097 -0.78
H 0.1291 -0.9116 2.7626 -0.099 0.279 -0.078 -0.30
C -2.6714 -3.2285 0.0794 0.074 -0.019 -0.070 -0.02
S -3.6065 -1.7395 4.5314 -1.222 0.762 0.331 1.22
H -1.9336 -0.2125 2.6659 0.206 -0.103 -0.063 0.28
H 1.1766 4.7654 -0.2306 0.007 0.020 -0.007 0.48
H -3.2904 6.6247 0.7819 -0.015 0.028 0.005 0.37
H 2.3867 2.1252 -6.9045 0.000 -0.024 0.009 0.42
C -0.7624 3.3928 -6.9487 -0.038 0.036 -0.031 -0.52
H -1.7351 -0.7754 5.4309 0.019 0.099 0.067 0.49
C 4.8886 -4.7075 0.8926 -0.065 0.042 0.012 -0.43
C 1.8407 1.4794 -1.2788 0.092 0.000 -0.009 -0.46
N -1.8662 0.0635 3.6391 -0.364 0.024 0.335 -0.65
H -2.3104 -5.0387 -3.3080 -0.029 0.001 -0.008 0.45
C -2.3134 6.2144 0.5678 0.023 -0.056 0.010 -0.28
C 0.8621 1.7556 -5.4580 -0.073 0.075 -0.071 0.47
F 0.7276 7.1393 -1.1334 0.007 0.005 -0.004 -0.30
H -0.4741 -2.5075 5.1311 0.019 0.113 0.504 0.28
O 0.2131 -2.7923 2.0912 -0.535 -0.146 0.183 -0.35
C 5.4701 -2.6991 -0.2453 -0.064 -0.087 0.053 0.35
C 0.5406 3.1477 -7.3575 -0.065 0.004 0.035 -0.31
H -0.4552 3.4347 1.0848 0.024 -0.020 0.011 0.20
H -2.6935 4.3645 1.5823 -0.017 0.004 0.010 0.38
H 5.1446 -5.7022 1.2299 0.019 -0.026 -0.010 0.38
H 3.0962 1.1897 2.3657 -0.001 0.006 -0.005 0.45
C -2.3940 -4.5248 -2.3603 0.044 -0.071 -0.132 -0.47
O -3.7468 -2.5255 3.3910 0.285 -0.780 -2.276 -0.50
C -1.9774 4.9447 1.0154 -0.020 -0.042 0.028 -0.79
C 5.8148 -3.9687 0.1728 0.150 -0.070 -0.030 -0.55
H -1.0213 0.5948 3.8122 0.133 -0.034 -0.181 0.32
C -0.1604 6.4194 -0.4277 -0.064 -0.039 0.045 0.38
H -1.6387 7.9569 -0.5108 0.020 0.002 -0.021 0.43
C 3.6392 -4.1747 1.1797 -0.037 -0.014 0.049 -0.58
C -1.2867 -3.9720 -1.7357 -0.068 0.018 0.047 -0.55
C -3.6269 -4.4124 -1.7489 0.073 0.029 0.032 0.28
C -0.7231 4.4218 0.7343 -0.108 0.049 0.024 0.30
H 3.9074 1.5916 -1.8289 0.011 0.007 -0.016 0.52
F 1.6628 0.9506 -4.7205 0.001 -0.005 0.048 -0.32
C -4.7030 -0.3527 4.4441 0.384 0.108 0.009 -0.92
H 0.1328 -3.7080 2.4027 0.183 0.281 -0.189 0.25
C 0.9332 1.3486 -0.2389 -0.318 -0.042 0.009 -0.11
H 6.7914 -4.3665 -0.0662 0.012 0.020 -0.006 0.44
H 2.3435 -2.4783 0.9674 -0.043 0.006 -0.028 0.49
C 1.3662 2.3248 -6.6073 0.190 -0.028 -0.061 -0.52
C -0.4298 1.9802 -5.0316 -0.052 -0.076 0.176 -0.37
F -4.7047 -4.9435 -2.3501 -0.010 -0.004 -0.005 -0.31
F 0.5183 1.1244 2.0785 -0.106 0.025 0.066 -0.44
H 0.9174 3.5979 -8.2650 0.024 0.013 -0.016 0.36
H 2.9202 -4.7589 1.7396 -0.006 -0.021 -0.006 0.36
```
Forces are in eV/Å.